{
  "formula": "C60H150O30",
  "method": "wB97M-V/def2-TZVPD",
  "spin_multiplicity": 1,
  "mol_weight_g_mol": 1351.83,
  "homo_ev": -9.2,
  "e_lumo_ev": 0.559,
  "relative_energy_kcal_mol": 46.2,
  "elements": ["C", "O", "C", "C", "O", "C", "H", "H", "H", "H", "H", "H", "H", "H", "H", "H", "C", "O", "C", "C", "O", "C", "H", "H", "H", "H", "H", "H", "H", "H", "H", "H", "C", "O", "C", "C", "O", "C", "H", "H", "H", "H", "H", "H", "H", "H", "H", "H", "C", "O", "C", "C", "O", "C", "H", "H", "H", "H", "H", "H", "H", "H", "H", "H", "C", "O", "C", "C", "O", "C", "H", "H", "H", "H", "H", "H", "H", "H", "H", "H", "C", "O", "C", "C", "O", "C", "H", "H", "H", "H", "H", "H", "H", "H", "H", "H", "C", "O", "C", "C", "O", "C", "H", "H", "H", "H", "H", "H", "H", "H", "H", "H", "C", "O", "C", "C", "O", "C", "H", "H", "H", "H", "H", "H", "H", "H", "H", "H", "C", "O", "C", "C", "O", "C", "H", "H", "H", "H", "H", "H", "H", "H", "H", "H", "C", "O", "C", "C", "O", "C", "H", "H", "H", "H", "H", "H", "H", "H", "H", "H", "C", "O", "C", "C", "O", "C", "H", "H", "H", "H", "H", "H", "H", "H", "H", "H", "C", "O", "C", "C", "O", "C", "H", "H", "H", "H", "H", "H", "H", "H", "H", "H", "C", "O", "C", "C", "O", "C", "H", "H", "H", "H", "H", "H", "H", "H", "H", "H", "C", "O", "C", "C", "O", "C", "H", "H", "H", "H", "H", "H", "H", "H", "H", "H", "C", "O", "C", "C", "O", "C", "H", "H", "H", "H", "H", "H", "H", "H", "H", "H"],
  "positions_angstrom": [[-23.54, -14.82, 5.04], [-24.00, -14.28, 3.81], [-23.31, -13.15, 3.42], [-23.89, -12.60, 2.16], [-23.84, -13.53, 1.04], [-24.59, -13.13, -0.06], [-24.06, -15.77, 5.26], [-23.71, -14.12, 5.85], [-22.49, -15.10, 5.02], [-22.24, -13.29, 3.40], [-23.42, -12.32, 4.16], [-23.28, -11.75, 1.87], [-24.94, -12.28, 2.30], [-24.70, -14.02, -0.72], [-24.06, -12.30, -0.50], [-25.62, -12.79, 0.16], [-22.06, -17.60, 13.14], [-22.57, -18.68, 13.88], [-23.87, -18.51, 14.45], [-25.08, -18.80, 13.59], [-25.38, -17.68, 12.77], [-26.38, -18.04, 11.86], [-22.15, -16.63, 13.66], [-22.58, -17.47, 12.17], [-21.03, -17.80, 12.91], [-24.01, -17.49, 14.87], [-23.90, -19.23, 15.23], [-25.95, -18.88, 14.34], [-24.88, -19.70, 13.04], [-26.51, -17.15, 11.27], [-27.37, -18.27, 12.35], [-26.03, -18.85, 11.22], [-29.00, -14.13, 2.04], [-29.53, -15.39, 1.86], [-29.91, -16.10, 3.04], [-31.32, -15.89, 3.48], [-31.63, -16.76, 4.60], [-32.99, -17.09, 4.65], [-28.01, -14.07, 2.56], [-29.59, -13.42, 2.62], [-28.89, -13.69, 1.07], [-29.22, -15.94, 3.85], [-29.83, -17.19, 2.89], [-31.92, -16.10, 2.57], [-31.54, -14.84, 3.85], [-33.24, -17.58, 3.67], [-33.70, -16.34, 5.04], [-33.01, -17.91, 5.39], [-24.46, -14.56, 8.55], [-23.28, -15.30, 8.27], [-23.58, -16.70, 8.03], [-22.34, -17.40, 7.52], [-22.51, -18.79, 7.21], [-23.37, -19.06, 6.05], [-24.09, -13.57, 8.45], [-24.79, -14.79, 9.55], [-25.24, -14.72, 7.82], [-24.35, -16.79, 7.25], [-23.94, -17.16, 9.00], [-21.62, -17.37, 8.29], [-21.86, -16.92, 6.66], [-23.55, -20.13, 5.88], [-23.00, -18.63, 5.12], [-24.39, -18.72, 6.33], [-23.60, -21.99, 14.59], [-24.89, -22.00, 14.02], [-24.96, -22.47, 12.72], [-26.36, -22.63, 12.16], [-26.89, -21.35, 12.16], [-28.26, -21.33, 11.65], [-23.67, -21.72, 15.65], [-22.92, -21.28, 14.10], [-23.16, -22.95, 14.47], [-24.36, -23.38, 12.60], [-24.47, -21.74, 12.04], [-26.94, -23.35, 12.77], [-26.29, -23.07, 11.13], [-28.77, -22.27, 12.00], [-28.23, -21.33, 10.53], [-28.81, -20.44, 12.02], [-32.71, -10.25, 10.29], [-32.41, -11.45, 9.59], [-32.36, -12.61, 10.45], [-32.72, -13.88, 9.61], [-31.63, -14.16, 8.78], [-31.94, -15.16, 7.79], [-31.84, -9.83, 10.84], [-33.58, -10.35, 11.00], [-33.09, -9.53, 9.52], [-33.21, -12.51, 11.13], [-31.47, -12.79, 11.01], [-33.69, -13.77, 9.08], [-32.79, -14.68, 10.34], [-32.82, -14.79, 7.21], [-32.26, -16.14, 8.22], [-31.11, -15.26, 7.08], [-30.14, -23.42, -0.73], [-29.58, -22.82, 0.41], [-30.26, -21.63, 0.78], [-29.80, -21.37, 2.21], [-30.54, -20.31, 2.77], [-30.61, -20.32, 4.17], [-29.49, -24.31, -0.91], [-30.04, -22.69, -1.54], [-31.18, -23.73, -0.51], [-31.36, -21.71, 0.81], [-29.92, -20.80, 0.18], [-28.73, -21.23, 2.18], [-29.99, -22.27, 2.80], [-29.62, -20.39, 4.64], [-31.16, -21.20, 4.57], [-31.02, -19.37, 4.44], [-33.66, -12.08, 6.01], [-34.62, -12.91, 6.69], [-35.77, -12.23, 7.08], [-36.90, -13.14, 7.48], [-38.25, -12.68, 7.24], [-38.47, -12.41, 5.91], [-33.11, -12.60, 5.24], [-32.98, -11.64, 6.74], [-34.16, -11.25, 5.48], [-36.13, -11.60, 6.29], [-35.48, -11.58, 7.94], [-36.86, -13.25, 8.56], [-36.72, -14.11, 7.02], [-37.88, -13.03, 5.17], [-38.31, -11.37, 5.54], [-39.53, -12.60, 5.68], [-25.77, -11.15, 6.10], [-25.12, -10.07, 6.77], [-23.77, -10.28, 7.16], [-23.11, -8.94, 7.51], [-22.72, -8.28, 6.30], [-21.74, -7.23, 6.42], [-25.47, -11.17, 5.04], [-26.82, -10.97, 6.20], [-25.66, -12.07, 6.65], [-23.17, -10.74, 6.42], [-23.76, -10.92, 8.04], [-22.23, -9.20, 8.11], [-23.69, -8.21, 8.16], [-21.35, -7.18, 5.41], [-20.94, -7.49, 7.07], [-22.20, -6.25, 6.70], [-24.36, -16.80, 1.38], [-24.81, -17.97, 2.15], [-26.09, -17.71, 2.75], [-26.65, -18.99, 3.34], [-26.01, -19.26, 4.52], [-26.13, -20.58, 4.97], [-25.14, -16.63, 0.60], [-23.38, -17.04, 1.02], [-24.31, -15.90, 2.02], [-26.80, -17.29, 1.96], [-26.02, -16.96, 3.56], [-26.41, -19.74, 2.56], [-27.75, -19.05, 3.43], [-25.76, -20.72, 5.97], [-25.61, -21.29, 4.26], [-27.18, -20.98, 5.00], [-31.87, -21.47, 9.76], [-31.05, -20.46, 10.31], [-30.52, -19.62, 9.32], [-31.51, -18.53, 8.94], [-32.03, -17.75, 9.94], [-31.04, -16.99, 10.67], [-31.37, -22.05, 9.02], [-32.84, -21.12, 9.31], [-32.21, -21.99, 10.62], [-30.37, -20.21, 8.40], [-29.55, -19.20, 9.64], [-32.31, -18.98, 8.34], [-31.05, -17.83, 8.27], [-30.38, -17.66, 11.18], [-31.56, -16.39, 11.42], [-30.55, -16.36, 9.94], [-28.21, -14.17, 9.60], [-27.33, -13.30, 8.97], [-27.61, -11.94, 9.15], [-29.08, -11.51, 8.84], [-29.21, -11.93, 7.50], [-30.51, -11.63, 7.01], [-28.39, -13.90, 10.68], [-27.77, -15.19, 9.56], [-29.19, -14.18, 9.08], [-26.95, -11.36, 8.47], [-27.27, -11.71, 10.16], [-29.14, -10.42, 8.91], [-29.82, -12.01, 9.45], [-31.26, -11.91, 7.73], [-30.72, -12.11, 6.05], [-30.55, -10.55, 6.77], [-30.83, -25.12, 3.73], [-30.35, -24.07, 4.58], [-29.00, -24.23, 4.97], [-28.59, -23.14, 5.95], [-28.84, -23.57, 7.24], [-28.46, -22.72, 8.29], [-30.18, -25.28, 2.82], [-31.84, -24.80, 3.42], [-30.96, -26.04, 4.26], [-28.34, -24.23, 4.11], [-28.85, -25.23, 5.36], [-29.08, -22.22, 5.64], [-27.54, -22.98, 5.78], [-28.64, -23.21, 9.22], [-29.03, -21.79, 8.34], [-27.42, -22.36, 8.12], [-28.72, -10.15, -0.20], [-29.02, -10.45, 1.18], [-30.38, -10.58, 1.36], [-30.70, -10.40, 2.85], [-30.18, -11.45, 3.61], [-28.84, -11.21, 4.00], [-29.03, -10.98, -0.85], [-27.63, -10.03, -0.32], [-29.20, -9.22, -0.54], [-30.76, -11.54, 1.08], [-30.95, -9.81, 0.82], [-31.79, -10.47, 2.88], [-30.38, -9.45, 3.29], [-28.15, -11.63, 3.27], [-28.68, -11.68, 5.01], [-28.66, -10.10, 4.10], [-27.51, -14.48, 5.71], [-27.48, -15.88, 5.78], [-28.70, -16.29, 6.38], [-28.66, -17.81, 6.55], [-28.14, -18.19, 7.82], [-26.73, -18.02, 7.90], [-27.55, -13.93, 6.63], [-28.39, -14.24, 5.08], [-26.62, -14.05, 5.16], [-29.58, -15.98, 5.78], [-28.81, -15.83, 7.34], [-28.04, -18.23, 5.75], [-29.68, -18.23, 6.45], [-26.44, -18.28, 8.90], [-26.53, -16.98, 7.74], [-26.25, -18.69, 7.18]],
  "lowdin_charge": [-0.0714, -0.1763, -0.2496, -0.1689, -0.1991, -0.1281, 0.0901, 0.0756, 0.0889, 0.1252, 0.1205, 0.1253, 0.1267, 0.0989, 0.0769, 0.0844, -0.1159, -0.1858, -0.1919, -0.2021, -0.1812, -0.1268, 0.0929, 0.0879, 0.0732, 0.1380, 0.0955, 0.1610, 0.0936, 0.0690, 0.1039, 0.0818, -0.1270, -0.1460, -0.1996, -0.1814, -0.2304, -0.1240, 0.0970, 0.0664, 0.0796, 0.0908, 0.1361, 0.1359, 0.1451, 0.1059, 0.0891, 0.0829, -0.1018, -0.1917, -0.1982, -0.1957, -0.1812, -0.0653, 0.0719, 0.0856, 0.0718, 0.0901, 0.1481, 0.1070, 0.1218, 0.0801, 0.0929, 0.0521, -0.0965, -0.1791, -0.2357, -0.2429, -0.2027, -0.0596, 0.0979, 0.0895, 0.0680, 0.1250, 0.1286, 0.1302, 0.1356, 0.1022, 0.0752, 0.0843, -0.1025, -0.2284, -0.1635, -0.1938, -0.2079, -0.0515, 0.0897, 0.0935, 0.0944, 0.1156, 0.1121, 0.1292, 0.1115, 0.0843, 0.0887, 0.0777, -0.1190, -0.2098, -0.1883, -0.1948, -0.1727, -0.1092, 0.0998, 0.0913, 0.0902, 0.1347, 0.1220, 0.1174, 0.1077, 0.0605, 0.1056, 0.0598, -0.0606, -0.1927, -0.2468, -0.1695, -0.1609, -0.1715, 0.0785, 0.0683, 0.0903, 0.1002, 0.1420, 0.1223, 0.1260, 0.1101, 0.0847, 0.0870, -0.0820, -0.1790, -0.1979, -0.1994, -0.2016, -0.0884, 0.0922, 0.0595, 0.0729, 0.1060, 0.1177, 0.1143, 0.1447, 0.0807, 0.0662, 0.0984, -0.0675, -0.1998, -0.1900, -0.2428, -0.1952, -0.1162, 0.0905, 0.0826, 0.0626, 0.1393, 0.1224, 0.1341, 0.1144, 0.0688, 0.1165, 0.0686, -0.0931, -0.1761, -0.2297, -0.2529, -0.1782, -0.0423, 0.0753, 0.1027, 0.0806, 0.1085, 0.1190, 0.1310, 0.0843, 0.0796, 0.0906, 0.0761, -0.1191, -0.2136, -0.1732, -0.1746, -0.1991, -0.1061, 0.1092, 0.0912, 0.0758, 0.1138, 0.1227, 0.1337, 0.0966, 0.0411, 0.0759, 0.1075, -0.0890, -0.2043, -0.2029, -0.2259, -0.1498, -0.0954, 0.1038, 0.0904, 0.0697, 0.1220, 0.1241, 0.1032, 0.1078, 0.0776, 0.0533, 0.1052, -0.0756, -0.1865, -0.2478, -0.2063, -0.2159, -0.1085, 0.0890, 0.0890, 0.0881, 0.1197, 0.1269, 0.1233, 0.1288, 0.0763, 0.0712, 0.1149, -0.1067, -0.1811, -0.1948, -0.1522, -0.1958, -0.0659, 0.0638, 0.0768, 0.1028, 0.0902, 0.1015, 0.1157, 0.1151, 0.0732, 0.0650, 0.0752]
}